Entry from the Open Molecules 2025 dataset: C46H47N6O6P2RhS as an isolated structure (the ωB97M-V functional and the def2-TZVPD basis).

Geometry as XYZ:
```
109
C46H47N6O6P2RhS, DFT the ωB97M-V functional and the def2-TZVPD basis
Rh -0.61 0.47 0.19
N -0.78 2.20 1.70
C -0.03 1.91 2.93
C -1.02 1.82 4.10
C -0.49 1.43 5.48
C 0.51 2.40 6.10
N 1.80 2.29 5.43
C 2.83 3.06 5.66
N 3.94 2.90 4.92
N 2.80 4.01 6.61
C 0.77 0.60 2.80
O 1.82 0.50 3.47
O 0.30 -0.31 2.07
H -0.31 2.92 1.15
H -1.72 2.55 1.89
H 0.68 2.72 3.12
H -1.79 1.09 3.82
H -1.53 2.79 4.18
H -0.04 0.43 5.45
H -1.34 1.36 6.15
H 0.62 2.17 7.16
H 0.13 3.43 6.01
H 1.88 1.55 4.68
H 3.94 2.25 4.15
H 4.76 3.46 5.08
H 2.04 4.05 7.26
H 3.62 4.55 6.82
O 1.52 1.41 0.22
P 2.56 1.74 -0.82
C 2.57 0.47 -2.13
P 0.99 0.15 -2.95
O -0.16 0.15 -1.98
C 0.75 1.39 -4.22
C -0.55 1.87 -4.43
C -0.78 2.82 -5.41
C 0.28 3.31 -6.17
C 1.57 2.83 -5.97
C 1.80 1.87 -5.00
C 1.14 -1.46 -3.72
C 2.33 -1.95 -4.24
C 2.37 -3.20 -4.84
C 1.21 -3.96 -4.93
C 0.02 -3.47 -4.42
C -0.02 -2.23 -3.82
C 4.21 1.61 -0.13
C 5.37 1.79 -0.88
C 6.61 1.60 -0.29
C 6.70 1.21 1.04
C 5.55 1.00 1.78
C 4.30 1.21 1.20
C 2.26 3.33 -1.57
C 3.26 4.25 -1.88
C 2.93 5.45 -2.50
C 1.61 5.73 -2.81
C 0.61 4.83 -2.49
C 0.93 3.63 -1.87
H 2.86 -0.46 -1.63
H 3.36 0.71 -2.85
H -1.37 1.50 -3.83
H -1.78 3.19 -5.57
H 0.09 4.06 -6.93
H 2.38 3.20 -6.57
H 2.81 1.49 -4.86
H 3.25 -1.37 -4.17
H 3.30 -3.58 -5.24
H 1.24 -4.93 -5.41
H -0.89 -4.06 -4.50
H -0.96 -1.84 -3.42
H 5.32 2.06 -1.93
H 7.51 1.74 -0.88
H 7.67 1.05 1.49
H 5.62 0.65 2.80
H 3.40 1.02 1.77
H 4.29 4.05 -1.62
H 3.71 6.16 -2.73
H 1.36 6.67 -3.30
H -0.42 5.05 -2.73
H 0.13 2.93 -1.62
O -2.24 2.35 -0.87
S -3.27 1.41 -1.24
O -3.58 1.23 -2.63
N -2.67 0.00 -0.57
C -2.91 -1.21 -1.05
C -4.02 -1.59 -1.86
C -4.18 -2.91 -2.24
C -3.27 -3.89 -1.86
C -2.13 -3.55 -1.08
C -1.15 -4.49 -0.70
C -0.07 -4.07 0.02
C 0.05 -2.72 0.35
N -0.86 -1.82 0.00
C -1.94 -2.22 -0.68
C -4.74 1.73 -0.34
C -4.73 1.64 1.04
C -5.89 1.91 1.74
C -7.05 2.27 1.05
C -7.05 2.35 -0.33
C -5.89 2.07 -1.05
H -4.74 -0.85 -2.16
H -5.04 -3.19 -2.83
H -3.42 -4.92 -2.16
H -1.26 -5.53 -0.99
H 0.70 -4.77 0.33
H 0.88 -2.34 0.93
H -3.83 1.35 1.57
H -5.91 1.84 2.82
H -7.96 2.48 1.60
H -7.95 2.62 -0.86
H -5.87 2.12 -2.13
```

The HOMO-LUMO gap (spin up / spin down) is 8.124 / 6.277 eV. As for the LUMO energy (spin up / spin down): -4.67 / -6.92 eV. The relative energy (zero: lowest compared OMol25 entry of this formula, charge and spin) is 0.333 eV. The HOMO energy (spin up / spin down) is -12.79 / -13.20 eV. Its molar mass is 976.8 u. The net charge is +2. Its spin multiplicity is 5.